1.
# C28H45Cl27O5

10 unconnected molecules or ions with the total composition C28H45Cl27O5 in a non-equilibrium geometry (wB97M-V/def2-TZVPD, OMol25).

Cartesian coordinates (Å):
C  4.122  5.004  6.735
H  2.885  -1.605  -5.614
Cl  2.278  -5.135  2.586
Cl  -2.520  1.478  7.103
C  -2.849  3.631  -4.704
C  -2.409  2.715  2.127
H  -0.674  3.072  3.314
Cl  -3.801  1.100  -10.927
C  -1.550  2.429  3.377
H  0.760  5.196  5.225
Cl  -1.927  5.112  -4.973
Cl  1.299  7.355  4.482
H  -3.643  -0.697  -9.436
C  -0.752  -3.764  -4.016
Cl  3.955  -5.242  4.957
H  -0.156  1.362  -0.575
H  -0.144  -1.858  -3.171
C  -3.646  0.380  -9.324
H  4.920  4.280  6.625
H  -1.874  -0.583  4.267
H  4.618  1.689  0.128
H  0.673  1.578  -4.709
C  0.680  5.711  4.275
H  -0.954  -3.041  -1.740
C  -0.122  -4.624  -2.909
H  -0.455  -1.833  -6.179
Cl  -2.707  2.547  -6.093
C  1.297  0.876  1.921
C  4.256  1.944  -0.861
C  1.478  -0.300  2.899
H  -1.008  0.444  -5.889
Cl  3.945  5.878  5.215
H  3.671  -0.104  -5.160
C  3.136  -6.365  -5.007
H  -1.309  -2.716  0.764
O  -1.039  1.098  3.484
H  0.995  -2.550  -4.359
H  2.808  -3.400  4.071
C  -0.480  -2.021  0.621
C  0.246  0.245  0.987
Cl  2.628  4.135  7.115
Cl  -2.121  0.858  -8.570
H  -3.342  3.188  2.438
C  -2.047  0.101  3.429
H  -0.635  -4.248  -4.991
H  2.632  -0.983  -3.994
Cl  1.620  4.818  3.071
H  -5.267  2.430  7.829
Cl  -6.242  4.048  6.444
C  -0.421  -0.917  1.736
Cl  3.465  -5.230  -3.694
H  -1.403  0.343  -4.204
Cl  0.160  0.601  6.444
Cl  -0.228  3.121  7.820
H  -0.695  -5.554  -2.862
H  -1.893  3.465  1.525
C  0.826  -2.814  0.498
H  1.669  -2.123  0.604
H  -2.242  -1.751  2.410
Cl  -7.544  2.292  8.358
H  -0.675  -1.490  -0.313
H  1.412  -4.584  -0.566
C  -0.825  1.472  7.610
C  3.365  -4.225  3.641
Cl  4.550  6.104  8.048
C  0.966  -3.619  -0.827
H  1.688  -3.110  -1.475
H  -0.942  -4.570  -0.874
C  -0.707  -0.033  -4.957
H  -1.856  -1.817  -5.130
O  0.521  -1.224  2.745
C  -0.058  -2.388  -4.127
H  -2.550  1.859  1.479
H  -0.758  0.967  8.565
H  0.954  1.783  2.408
C  -0.797  -1.543  -5.183
Cl  3.066  3.236  -0.697
H  -2.045  2.684  4.323
Cl  4.710  -3.557  2.716
H  -3.892  3.899  -4.590
Cl  -1.020  5.738  3.807
C  2.749  -0.682  -5.037
H  0.886  -0.207  0.216
C  -0.354  -3.926  -1.532
H  0.908  -3.502  1.336
H  -1.806  -3.598  -3.789
Cl  2.989  -5.509  -6.544
H  2.172  1.051  1.302
O  -0.594  1.106  0.244
Cl  -2.325  2.838  -3.213
C  -6.058  3.158  7.958
O  2.326  -0.389  3.666
Cl  -5.019  0.822  -8.307
H  3.972  -7.050  -5.079
C  0.695  0.483  -4.626
H  -2.506  -0.424  1.327
Cl  3.509  0.501  -1.559
H  0.951  0.263  -3.582
Cl  5.628  2.471  -1.833
H  -3.058  0.500  3.556
Cl  1.680  -7.305  -4.676
O  1.630  -0.008  -5.576
Cl  -5.596  4.244  9.269
C  -1.876  -0.752  2.152
H  0.933  -4.806  -3.103

Orbital gap   9.80 eV
HOMO level   -9.52 eV
Lowest unoccupied orbital energy   0.276 eV

Results of the Löwdin charge analysis, in e, for atoms 1 through 6: C -1.5085; H 0.0834; Cl 0.5679; Cl 0.5485; C -1.5166; C -0.0600


2.
# C28H45F2GaN2O6PS

A molecular structure, C28H45F2GaN2O6PS in a non-equilibrium geometry (wB97M-V/def2-TZVPD, OMol25).

Cartesian coordinates (Å):
H  5.280  0.131  -2.064
H  -6.831  -1.152  2.716
C  4.740  3.801  0.574
C  -3.605  -0.753  1.865
H  5.628  2.123  -3.258
O  5.887  0.902  -5.715
C  1.975  1.591  -0.805
H  -4.511  -4.854  5.015
C  -3.614  1.609  -2.329
F  -7.091  -4.664  4.887
C  2.977  2.124  0.239
N  3.423  3.523  0.007
C  -5.029  -5.157  5.912
N  -3.172  0.534  -1.520
C  -4.953  -0.476  1.946
H  4.098  3.257  2.587
H  1.785  2.345  -1.562
H  -5.350  0.407  1.464
C  0.060  -1.362  -2.153
H  -2.708  0.873  -0.690
H  1.266  -0.740  -3.795
H  -3.441  -3.602  3.632
P  3.424  -1.507  0.128
H  4.282  3.045  -4.866
O  4.376  0.866  -7.628
H  -3.255  -5.649  7.002
H  -0.491  -2.083  -2.766
H  5.495  2.319  2.009
F  -2.804  0.091  1.182
H  2.628  1.676  -6.027
Ga  2.749  -0.082  -1.682
H  -1.872  2.661  -2.868
C  4.586  1.847  -3.109
H  4.836  -1.393  0.331
H  1.044  5.785  -0.536
H  -8.192  -5.425  7.090
H  0.166  -1.802  -1.162
C  1.441  -1.160  -2.799
C  -0.779  -0.084  -2.112
H  0.488  4.121  -0.260
H  2.823  2.835  -3.954
H  -5.877  -3.151  3.806
S  4.607  0.546  -6.246
H  -3.332  3.670  -2.798
C  -2.282  -0.409  -2.249
H  4.906  4.874  0.573
C  -7.112  -5.485  7.088
H  2.550  2.064  1.244
O  4.375  -1.027  -6.131
H  1.612  4.445  -1.569
H  2.699  0.449  -4.787
H  4.252  2.423  -2.243
C  -3.045  -1.866  2.455
C  3.715  2.310  -4.291
C  2.465  4.486  0.403
C  5.012  3.292  2.005
C  -5.023  -6.000  8.166
C  -6.407  -5.103  5.965
H  2.936  -1.037  1.388
C  -6.410  -5.940  8.194
O  2.536  5.109  1.455
H  1.056  1.347  -0.278
H  -6.948  -6.249  9.080
C  -4.336  -5.607  7.026
H  -0.504  0.560  -2.945
C  -5.234  -2.478  3.258
H  4.136  -1.259  -5.222
H  -2.482  -1.408  -1.870
C  3.274  1.233  -5.273
O  -4.605  1.510  -3.037
O  3.051  -2.963  -0.047
C  1.331  4.740  -0.565
C  -3.871  -2.730  3.160
H  5.492  3.372  -0.089
H  -4.479  -6.353  9.032
H  1.872  -2.151  -2.961
H  -2.493  3.156  -1.302
H  -2.586  -0.373  -3.293
H  -0.664  0.438  -1.166
H  3.884  1.519  0.254
H  -1.983  -2.050  2.360
C  -5.770  -1.350  2.647
C  -2.783  2.874  -2.311
H  4.582  -0.307  -3.582
C  4.450  0.364  -2.735
H  5.676  3.994  2.506

Orbital gap   7.22 eV
HOMO level   -5.21 eV
Lowest unoccupied orbital energy   2.007 eV
Charge   -1

Results of the Löwdin charge analysis, in e, for atoms 1 through 6: H 0.0436; H 0.1042; C -0.2288; C -0.2761; H 0.0961; O -0.2691


3.
# C28H45F9OP2Y

A molecular structure, C28H45F9OP2Y in a non-equilibrium geometry (wB97M-V/def2-TZVPD, OMol25).

Cartesian coordinates (Å):
C  -2.960  1.864  0.260
H  1.788  0.547  0.100
Y  -0.770  -0.286  -0.534
H  -4.468  -1.135  -2.109
H  4.295  2.002  -0.526
H  0.031  -2.468  -2.399
F  2.113  1.379  2.783
H  -0.829  -5.627  -0.231
C  -3.659  -1.362  1.967
H  -0.398  -4.931  -1.825
C  0.178  -1.382  -2.563
C  2.051  -1.212  2.849
H  -1.865  -0.986  -3.144
C  1.500  -5.258  1.417
H  2.399  3.763  2.321
F  0.761  0.992  4.479
H  -4.489  -1.150  2.663
P  1.167  -4.275  -0.099
H  -4.065  1.230  3.308
H  -0.493  2.747  -2.753
H  2.265  -4.349  -2.267
F  1.983  -2.570  2.796
C  0.884  0.861  3.138
C  -3.250  1.037  -0.869
C  -0.002  -5.413  -0.920
F  0.275  -1.774  4.763
H  -1.520  1.176  -4.057
H  -2.763  -1.543  2.565
H  -2.631  2.219  -2.555
H  -2.365  3.672  -0.744
H  1.669  -6.312  1.188
C  -3.434  1.517  -2.256
H  0.508  -6.349  -1.187
C  1.612  -1.003  -2.972
C  2.595  -4.493  -1.222
P  2.459  3.548  -0.083
H  2.188  -1.933  -3.132
C  0.664  -0.577  2.646
H  1.675  -0.495  -3.951
H  3.752  1.937  1.169
F  2.594  -0.891  4.058
F  -0.024  1.706  2.559
C  -3.152  1.580  2.813
H  4.759  3.310  0.626
H  1.443  5.038  1.518
F  2.927  -0.828  1.873
H  0.604  -5.153  2.061
H  3.986  5.337  -0.803
H  -3.873  -2.279  1.424
H  3.026  -0.778  -1.339
F  -1.382  -0.666  3.894
C  -3.528  -0.283  -0.382
C  3.972  2.606  0.328
H  3.043  -5.489  -1.104
C  -2.709  3.324  0.241
F  -0.682  -2.516  2.929
C  -3.390  -0.246  1.039
H  2.385  5.422  -1.601
C  -0.574  0.765  -3.663
C  -0.262  -1.388  3.586
H  1.058  2.156  -3.258
C  -0.863  -0.563  -2.967
C  2.333  -0.138  -1.918
H  0.094  2.222  -0.565
C  2.385  4.483  1.487
C  -3.103  1.081  1.430
H  -4.398  2.052  -2.392
H  -3.160  -2.125  -1.430
H  3.234  5.173  1.584
H  -3.625  3.887  0.484
C  -3.992  -1.450  -1.171
H  -3.449  0.678  -2.953
H  -3.146  2.674  2.855
H  2.357  -4.841  1.946
C  1.407  0.550  -0.938
C  0.125  1.836  -2.763
H  3.337  -3.718  -0.979
O  0.174  -0.621  1.351
C  0.434  1.476  -1.313
H  -2.325  1.207  3.424
C  3.180  4.753  -1.264
H  -1.939  3.618  0.972
H  0.028  0.636  -4.588
H  2.979  0.620  -2.392
H  -4.700  -2.040  -0.572
H  3.563  4.215  -2.140

Orbital gap   4.97 eV
HOMO level   -9.95 eV
Lowest unoccupied orbital energy   -4.977 eV
Charge   +1

Results of the Löwdin charge analysis, in e, for atoms 1 through 6: C -0.2503; H 0.0981; Y 1.6265; H 0.0873; H 0.0318; H 0.1060


4.
# C28H45N2O20

6 unconnected molecules or ions with the total composition C28H45N2O20 (wB97M-V/def2-TZVPD, OMol25).

Cartesian coordinates (Å):
O  5.283  5.384  -1.938
O  1.985  -4.542  5.536
O  -5.091  -0.955  -4.572
H  1.861  -4.980  -2.884
O  -3.135  -1.228  -0.134
H  1.882  1.096  0.015
C  1.827  4.399  -1.475
O  4.235  6.247  -0.145
H  -4.262  0.048  -2.966
O  2.130  -4.749  1.071
O  -5.096  -2.365  -6.332
H  -0.056  -1.804  0.126
C  -2.499  4.545  2.170
H  0.068  1.728  -1.257
C  -0.575  5.157  -1.116
H  2.034  4.714  -2.500
H  2.186  -8.316  6.237
C  1.560  -5.625  5.799
C  1.183  -3.916  0.651
H  -2.821  -2.349  -2.779
O  6.054  7.249  -0.931
O  -3.568  -2.574  -4.685
C  1.313  -7.874  5.758
O  -0.985  3.859  -0.657
H  2.785  4.334  -0.965
H  3.358  -3.737  2.382
O  1.739  -6.714  5.022
O  0.785  -3.806  -0.476
N  -2.612  2.214  -0.634
H  -3.834  5.760  3.354
C  0.887  5.388  -0.784
O  -1.473  0.492  -1.929
H  0.506  -4.329  3.346
C  -2.300  0.902  -0.966
H  0.352  0.834  -2.755
O  3.448  -8.160  -4.379
C  2.577  -7.402  -4.114
H  1.375  3.408  -1.518
H  0.844  -1.190  -1.707
H  2.720  -5.282  2.994
H  -4.470  0.629  1.311
H  2.286  -0.591  0.359
H  -1.828  3.033  -2.348
C  4.581  7.238  0.831
H  3.680  7.729  1.188
H  -2.372  -1.074  -3.937
C  -4.447  -0.970  -3.301
O  2.250  -7.002  -2.862
C  -4.634  -2.005  -5.307
C  -0.064  0.762  -1.749
H  2.743  0.139  -1.193
H  6.315  8.576  0.630
C  5.509  8.147  0.042
O  1.762  -6.808  -5.020
H  -2.262  -1.529  -0.450
H  -5.111  3.626  0.445
C  1.242  -3.660  2.904
C  0.341  -7.268  6.757
H  -0.161  -6.814  -4.288
H  -1.964  3.590  2.234
C  1.316  -5.923  -2.950
C  0.641  -0.376  -1.002
H  -0.677  -7.216  6.370
H  -2.452  5.096  4.238
C  2.486  -4.389  2.426
C  -3.063  0.106  -0.172
H  1.033  5.391  0.301
H  -2.895  4.125  -1.406
H  -4.512  3.060  2.004
O  -0.243  -0.861  0.009
C  0.704  -6.149  -4.322
H  5.088  6.746  1.662
H  -1.759  5.306  1.925
C  -3.521  2.216  0.343
C  5.208  6.214  -1.094
C  1.969  0.098  -0.424
H  4.971  8.940  -0.479
O  0.710  -3.161  1.655
H  0.341  -7.753  7.728
H  0.438  -5.234  -4.846
N  -3.804  0.935  0.617
C  -3.174  -1.735  -3.604
H  0.864  -8.590  5.077
O  -3.400  4.523  1.051
C  -4.199  3.386  1.003
O  0.844  -5.929  6.892
H  -1.218  5.902  -0.636
H  0.610  -5.981  -2.128
H  -3.812  4.058  3.853
H  1.116  6.403  -1.124
H  -5.093  -1.480  -2.583
H  -0.725  5.234  -2.201
C  -3.202  4.880  3.474
C  -2.095  3.384  -1.343
H  1.439  -2.836  3.580

Orbital gap   9.78 eV
HOMO level   -12.07 eV
Lowest unoccupied orbital energy   -2.292 eV
ΔE to the lowest compared entry with this formula, charge and spin   0.0 kcal/mol
Charge   +1

Results of the Löwdin charge analysis, in e, for atoms 1 through 6: O 0.1697; O 0.1516; O 0.0629; H 0.1262; O 0.1306; H 0.0832


5.
# C28H46BrIrN3P2S

A molecular structure, C28H46BrIrN3P2S in a non-equilibrium geometry (wB97M-V/def2-TZVPD, OMol25).

Cartesian coordinates (Å):
C  -5.748  3.453  -2.724
C  -1.049  1.786  -2.960
C  -5.451  1.665  -4.122
H  -6.421  4.268  -2.423
H  6.539  0.956  -1.531
H  5.118  -0.403  -0.596
C  3.168  -1.500  0.102
H  5.407  2.319  -1.668
C  -0.692  -2.388  -2.836
H  -1.716  -1.343  3.607
N  -6.211  2.688  -3.725
H  5.387  1.061  -2.912
H  -3.541  0.261  -1.071
H  3.563  1.912  -3.700
C  -1.167  -2.349  0.162
C  -2.178  2.199  -2.114
H  -3.508  -2.224  -2.625
H  2.206  -1.366  0.615
H  -0.406  -3.396  -2.501
C  -4.514  3.215  -2.099
H  -2.596  0.226  1.669
C  1.562  4.563  -2.795
H  -1.930  -1.507  -4.443
H  -4.866  -0.407  -2.062
C  4.572  0.365  -1.145
H  -0.581  4.468  -3.038
C  -1.431  -3.858  0.214
C  -4.165  -0.646  -1.255
N  0.341  0.793  2.760
C  3.933  -1.229  -3.013
C  -1.498  -2.475  -4.147
C  -0.557  0.808  1.764
C  -4.150  1.400  -3.603
H  -1.019  -4.248  1.159
Br  3.548  3.835  -1.056
C  -3.359  -1.882  -1.597
H  -0.103  0.786  4.802
C  -0.154  0.125  3.935
C  -1.579  -0.257  3.551
H  5.314  -1.338  0.891
C  2.876  3.849  -2.795
H  1.572  5.643  -2.715
H  -2.513  -4.060  0.198
H  -4.752  -0.787  -0.347
C  0.267  2.525  -2.965
H  -1.296  1.344  -3.920
H  4.241  -2.530  1.637
P  -1.552  -1.570  -1.425
H  4.037  -0.814  2.016
H  4.004  -0.374  -3.705
C  5.517  1.243  -1.846
N  -1.698  0.198  2.166
C  2.696  2.446  -3.309
H  -4.251  3.815  -1.227
P  2.934  -0.305  -1.444
H  -0.128  -2.110  0.433
H  0.473  -0.748  4.127
H  6.040  -1.333  -2.152
H  1.247  1.240  2.641
H  3.626  4.475  -3.285
H  5.823  -2.031  -3.743
H  3.180  -2.468  -0.420
C  5.314  -1.870  -2.779
H  0.240  -1.827  -3.015
C  1.465  1.823  -3.243
Ir  -1.204  0.594  -1.439
H  3.265  -1.986  -3.468
C  -3.633  2.225  -2.599
H  -3.645  0.492  -3.907
H  -0.850  -2.810  -4.973
H  -2.022  3.139  -1.555
C  4.270  -1.517  1.202
H  -0.956  -4.385  -0.630
H  1.466  0.732  -3.320
H  -2.318  0.232  4.197
S  -0.081  1.456  0.230
H  -5.901  1.044  -4.914
H  -2.329  -3.192  -4.091
C  0.367  3.928  -2.936
H  5.194  -2.880  -2.361
H  -3.584  -2.726  -0.937
H  -1.781  -1.825  0.910

Orbital gap (alpha / beta)   5.32 / 4.40 eV
HOMO level (alpha / beta)   -17.38 / -19.01 eV
Lowest unoccupied orbital energy (alpha / beta)   -12.062 / -14.608 eV
ΔE to the lowest compared entry with this formula, charge and spin   132.5 kcal/mol
Charge   +4
2S+1   6
<S²>   8.814

Results of the Löwdin charge analysis, in e, for atoms 1 through 6: C 0.0142; C -0.3309; C 0.0091; H 0.1717; H 0.1228; H 0.0416


Number 1: E_tot -13895.170554 hartree. Number 2: E_tot -4518.961170 hartree. Number 3: E_tot -2788.723517 hartree. Number 4: E_tot -2708.051740 hartree. Number 5: E_tot -5016.203749 hartree.